No. 1
This record from OMol25 describes a 3-piece molecular cluster, C4H14N2O2 overall in a non-equilibrium geometry. The level of theory is ωB97M-V/def2-TZVPD.

XYZ file:
```
22
Properties=species:S:1:pos:R:3:forces:R:3:nbo_charge:R:1
C 1.4083 -0.2410 -1.5092 3.7567 0.7546 -1.6350 -0.22
C 0.0501 0.1311 -1.1007 -2.7688 2.4377 -4.7174 -0.46
C -0.3065 1.4261 -0.3974 -2.5714 -1.6504 1.8933 -0.28
C -1.4867 1.4959 0.3391 3.5358 3.3077 -1.4537 -0.02
N -1.9093 2.6893 1.0119 -1.0493 -2.1445 -1.4958 -0.80
N 2.0757 -0.8689 -0.2936 -0.4158 -2.8116 -2.6380 -0.86
H 2.0541 0.7274 -2.0263 -1.5581 -2.2302 2.1321 0.18
H 1.4742 -0.8729 -2.5018 -0.4536 0.4534 2.4465 0.21
H -0.4947 0.2276 -2.2021 0.6230 -0.4072 2.4911 0.19
H -0.3713 -0.6631 -0.5669 -0.8649 -1.4039 0.4562 0.21
H 0.3348 2.2647 -0.4488 0.7406 0.7508 0.1369 0.20
H -2.3006 0.8829 0.1977 -1.2788 -2.1432 -0.0633 0.19
H -2.4685 2.4511 1.7964 -0.7047 -0.1139 0.6041 0.36
H -1.1738 3.2152 1.3348 2.1171 1.5192 0.7016 0.36
H 1.6643 -1.9237 -0.1791 1.0454 3.7858 0.0182 0.37
H 1.8377 -0.2548 0.4550 -0.1904 -0.1987 1.0185 0.36
H -0.0105 -0.0200 1.7235 0.1783 0.2061 0.6691 0.48
H -0.0195 -0.3465 3.2528 0.2519 0.1877 -0.4918 0.47
O 0.4812 0.1152 2.5585 -0.4377 -0.3197 -0.0687 -0.95
H 0.4639 -4.0178 -1.2773 -1.9602 1.0196 1.2539 0.47
H -0.8381 -3.5281 -1.6490 -4.9212 0.8136 -7.1252 0.45
O -0.3947 -3.5849 -0.9244 6.9262 -1.8128 5.8674 -0.91
```
Positions in Å, forces in eV/Å.

The largest force on an atom is 9.26 eV/A. Its HOMO-LUMO gap is 0.317 Ha. As for the spin multiplicity: 1. As for the HOMO energy: -8.015 eV. The energy above the lowest of the compared OMol25 structures with the same formula, charge and spin comes out at 83.3 kcal per mole. The value obtained for the electronic energy is -11447.0783 eV.

***

No. 2
This record from OMol25 describes a 3-piece molecular cluster, C4H14N2O3S overall in a non-equilibrium geometry. The level of theory is ωB97M-V/def2-TZVPD.

XYZ file:
```
24
Properties=species:S:1:pos:R:3:forces:R:3:nbo_charge:R:1
C 1.4881 0.0917 0.1163 1.2712 -0.7513 1.5325 -0.25
N 1.4932 0.4640 1.5657 -0.1805 0.4720 -0.2944 -0.86
C 0.1558 -0.3179 -0.4295 -0.8820 1.2503 -1.7379 -0.10
C 0.2340 -1.0198 -1.8044 0.4629 -1.6441 1.0126 -0.49
S 0.6471 -2.8492 -1.6191 -0.1516 0.2544 0.0572 -0.82
N -0.8575 0.8234 -0.5740 0.3994 -1.0160 0.8556 -0.70
C -0.4221 2.2544 -0.5940 0.7903 -0.3693 -0.3237 0.14
O -0.3416 2.8749 0.5984 -0.2567 0.1805 -0.2423 -1.01
H 2.1615 -0.7711 0.1316 -0.2191 -0.2100 -0.7590 0.20
H 2.0152 0.8683 -0.4357 -0.3161 0.1423 -0.2292 0.18
H 0.6002 0.1627 1.9336 -0.0943 -0.1240 0.2122 0.34
H 1.4101 1.4735 1.6279 -0.1956 0.0727 -0.0765 0.37
H -0.2891 -1.0873 0.2044 -0.0119 0.2067 0.3262 0.19
H 1.0030 -0.6257 -2.4657 -0.3016 0.4735 -0.1638 0.18
H -0.7752 -1.0295 -2.1934 0.0924 0.5234 -0.4620 0.20
H -1.4365 0.7028 0.2537 -0.1519 0.5430 -0.1465 0.34
H 0.5494 2.2665 -1.1579 -0.0744 -0.2136 0.1036 0.07
H -1.1026 2.7041 -1.3570 -0.3107 0.3220 0.4614 0.07
H -1.6129 -3.1494 0.0142 0.7219 0.0814 -0.6256 0.51
H -3.1020 -2.9014 -0.3001 0.3659 0.0595 -0.0884 0.46
O -2.4929 -3.1553 0.3995 -0.8525 -0.1620 0.5728 -0.99
H -1.0092 3.8121 3.1419 -0.3943 0.0003 -0.2421 0.45
H 0.0718 3.3552 2.1535 -0.5562 -0.2800 0.0169 0.53
O -0.1025 3.5241 3.1217 0.8455 0.1885 0.2403 -1.02
```
Positions in Å, forces in eV/Å.

The largest force on an atom is 2.32 eV/A. Its HOMO-LUMO gap is 0.223 Ha. The net charge is -2. As for the spin multiplicity: 1. As for the HOMO energy: -0.106 eV. The energy above the lowest of the compared OMol25 structures with the same formula, charge and spin comes out at 3.5 kcal per mole. The value obtained for the electronic energy is -24331.7702 eV.

***

No. 3
This record from OMol25 describes a 2-piece molecular cluster, C4H14N2OS overall in a non-equilibrium geometry. The level of theory is ωB97M-V/def2-TZVPD.

XYZ file:
```
22
Properties=species:S:1:pos:R:3:forces:R:3:nbo_charge:R:1
C 1.0249 0.7069 -0.8678 -0.2211 -4.6601 2.9081 -0.24
N 0.2984 0.7500 0.5036 0.6707 2.4364 -0.9766 -0.68
C 1.2269 1.2243 1.6728 -2.4839 0.8204 -1.9825 -0.04
N 0.3437 1.7227 2.7221 -0.8684 2.2927 -0.8414 -0.85
C 0.5100 -0.7789 -1.2835 4.3098 0.9267 0.0652 -0.44
C -0.9210 -0.8395 -1.5094 -3.0101 -3.3170 0.0571 -0.53
S -1.3700 -0.3810 -3.1955 0.1584 0.4760 -0.6646 -0.04
H 0.8622 1.3482 -1.6578 -1.2710 2.0980 -1.1609 0.19
H 2.1261 0.7606 -0.7138 -0.6573 -0.5000 0.0982 0.19
H -0.4748 1.4659 0.3822 1.3194 -0.9213 0.6024 0.35
H 1.8582 2.0818 1.1615 -0.6702 -1.7507 1.8394 0.18
H 1.7183 0.3196 2.0632 0.4313 0.7026 -0.4474 0.20
H -0.4050 2.3664 2.3213 1.7022 -0.7827 0.5181 0.35
H -0.2329 1.0999 3.2621 0.5685 -1.0014 -0.1075 0.37
H 1.1920 -1.2435 -2.0319 -1.0247 0.6102 -0.6940 0.21
H 0.8708 -1.4068 -0.4974 -0.4523 -0.2367 1.2688 0.22
H -1.4202 -1.9479 -1.3190 1.6897 2.2478 -0.8387 0.20
H -1.5418 -0.3283 -0.7781 0.4127 0.7457 -0.0825 0.23
H -0.1360 0.0125 -3.6389 -0.6433 -0.2520 0.4017 0.12
H -2.1124 -2.6717 0.5335 -0.2472 -1.0231 -3.8535 0.46
H -1.3659 -1.8195 1.4709 1.4657 1.3604 0.0584 0.47
O -2.0514 -2.4415 1.3999 -1.1788 -0.2719 3.8321 -0.93
```
Positions in Å, forces in eV/Å.

The largest force on an atom is 5.50 eV/A. Its HOMO-LUMO gap is 0.359 Ha. As for the spin multiplicity: 1. As for the HOMO energy: -8.953 eV. The energy above the lowest of the compared OMol25 structures with the same formula, charge and spin comes out at 57.5 kcal per mole. The value obtained for the electronic energy is -20235.5349 eV.

***

- energy above the lowest of the compared OMol25 structures with the same formula, charge and spin of number 2 (C4H14N2O3S)?
  3.5 kcal per mole

***

- Which of these has the lowest energy above the lowest of the compared OMol25 structures with the same formula, charge and spin?
  C4H14N2O3S